#one
The following is a DFT calculation (ωB97M-V/def2-TZVPD) of 2 unconnected molecules or ions with the total composition C3H10S2.

Each line ends with the Löwdin charge.
Geometry (Å):
H: 1.176 0.991 -0.540  0.00
H: 2.912 -1.387 0.680  -0.16
H: -0.503 0.236 1.380  0.02
C: 2.074 0.698 -0.004  -0.49
H: -1.250 0.054 -2.350  0.02
H: -1.291 1.034 -0.868  0.02
C: -1.222 -0.566 1.286  -0.43
S: -1.619 -1.247 -0.354  0.71
H: 2.888 1.354 -0.314  0.02
H: -0.821 -1.438 1.801  0.02
H: -2.154 -0.292 1.768  0.02
S: 2.416 -1.018 -0.511  0.61
C: -1.779 0.228 -1.417  -0.42
H: 1.966 0.797 1.069  0.02
H: -2.795 0.557 -1.624  0.03

## Properties
SMILES: CSC.CS
Frontier orbital gap (eV): 9.17

#two
The following is a DFT calculation (ωB97M-V/def2-TZVPD) of 2 unconnected molecules or ions with the total composition C3H10S2.

Each line ends with the Löwdin charge.
Geometry (Å):
H: -2.434 2.304 1.084  -0.14
C: 0.673 -2.455 -1.021  -0.48
H: -0.026 0.666 -0.210  0.04
C: -0.275 1.601 0.307  -0.62
C: -0.107 1.570 1.831  -0.17
S: 1.699 -1.953 -2.468  0.58
S: -2.019 1.851 -0.126  0.66
H: 1.325 -3.033 -3.196  -0.16
H: 0.222 2.326 -0.337  0.05
H: -0.335 -2.213 -1.352  0.01
H: -0.396 2.564 2.167  0.07
H: -0.835 0.858 2.204  0.06
H: 0.888 -1.777 -0.202  0.01
H: 0.876 1.200 2.116  0.07
H: 0.744 -3.510 -0.797  0.02

## Properties
SMILES: CCS.CS
Frontier orbital gap (eV): 9.70

Relative to the most stable one, in kJ/mol, the structures come out at #one 0.0; #two 8.9.

#one
The following is a DFT calculation (ωB97M-V/def2-TZVPD) of 2 unconnected molecules or ions with the total composition H3N3O3.

Each line ends with the Löwdin charge.
Geometry (Å):
O: 0.150 1.630 0.284  0.03
O: 1.340 -1.350 0.453  0.13
O: 1.568 0.220 -0.927  0.11
H: -2.259 -0.125 -0.224  -0.01
N: 1.175 -0.289 0.034  -0.53
H: -1.489 -1.543 0.366  0.00
H: 0.804 1.811 -0.422  0.12
N: 0.218 0.449 0.784  0.05
N: -1.506 -0.802 -0.349  0.11

## Properties
Frontier orbital gap (spin up / spin down) (eV): 9.47 / 9.54

#two
The following is a DFT calculation (ωB97M-V/def2-TZVPD) of H3N3O3 in the gas phase.

Each line ends with the Löwdin charge.
Geometry (Å):
O: -0.571 -0.955 -0.062  -0.08
N: 0.101 0.166 -0.707  -0.30
O: -0.543 -2.126 -0.829  -0.01
N: -0.154 1.245 1.301  -0.02
O: 0.442 0.027 -1.867  0.01
H: 0.520 1.906 1.855  0.13
H: -0.151 -1.734 -1.697  0.12
H: -0.051 0.328 1.941  0.14
N: 0.408 1.144 0.067  0.00

## Properties
SMILES: N/N=[N+](/[O-])OO
Frontier orbital gap (eV): 9.93

Relative to the most stable one, in kJ/mol, the structures come out at #one 36.9; #two 0.0.

#one
The following is a DFT calculation (ωB97M-V/def2-TZVPD) of C2H3ClF2 in the gas phase.

Each line ends with the Löwdin charge.
Geometry (Å):
F: -0.176 0.619 1.567  0.05
H: 1.263 -0.171 -0.932  0.10
F: -0.023 1.775 -0.122  0.04
H: 1.018 -1.014 0.621  0.09
Cl: -2.063 0.097 -0.188  0.65
H: -0.188 -1.193 -0.946  0.08
C: -0.341 0.511 0.251  -0.95
C: 0.510 -0.623 -0.250  -0.05

## Properties
SMILES: CC(F)(F)Cl
Frontier orbital gap (eV): 12.42

#two
The following is a DFT calculation (ωB97M-V/def2-TZVPD) of C2H3ClF2 in the gas phase.

Each line ends with the Löwdin charge.
Geometry (Å):
H: -0.737 -0.997 0.853  0.07
C: -0.655 -0.010 0.421  -0.49
H: -0.792 0.829 1.108  0.09
F: 0.899 1.130 -0.945  0.02
C: 0.743 0.016 -0.169  -0.46
H: 1.522 0.048 0.575  0.15
Cl: -1.913 0.031 -0.851  0.58
F: 0.933 -1.047 -0.992  0.04

## Properties
SMILES: FC(F)CCl
Frontier orbital gap (eV): 12.04

Relative to the most stable one, in kJ/mol, the structures come out at #one 28.0; #two 0.0.

#one
The following is a DFT calculation (ωB97M-V/def2-TZVPD) of a gas-phase ion, C5H8BrN2 (charge +1).

Each line ends with the Löwdin charge.
Geometry (Å):
C: 0.490 -0.722 0.411  -0.30
H: -1.104 -1.247 1.407  0.19
H: -2.563 0.261 0.311  0.11
H: 1.101 2.421 -0.630  0.13
C: -0.874 1.619 -0.217  -0.10
C: 0.424 1.581 -0.483  -0.07
H: 2.181 0.352 -0.722  0.17
H: -1.472 2.442 0.236  0.14
H: 0.917 -2.314 1.560  0.12
N: 1.221 -1.721 0.861  0.28
N: -0.742 -0.574 0.755  0.09
H: 0.685 -0.347 -1.518  0.11
C: -1.504 0.271 0.020  -0.55
C: 1.052 0.226 -0.614  -0.09
Br: -1.927 -0.501 -1.887  0.65
H: 2.115 -1.747 0.510  0.11

## Properties
SMILES: [NH2+]=C1CC=C[C@@H](Br)N1
Frontier orbital gap (eV): 9.61
Charge: +1

#two
The following is a DFT calculation (ωB97M-V/def2-TZVPD) of a gas-phase ion, C5H8BrN2 (charge +1).

Each line ends with the Löwdin charge.
Geometry (Å):
C: -0.607 -1.134 -0.329  -0.19
H: 0.937 -1.554 1.332  0.20
C: 0.311 -0.610 0.928  -0.20
H: 2.793 -0.009 1.314  0.15
C: -0.942 -0.299 -1.506  -0.16
H: 2.614 1.670 1.332  0.15
Br: -1.752 1.883 -2.983  0.79
N: 2.214 0.787 1.051  0.21
H: 0.523 1.579 0.599  0.14
C: -1.588 0.885 -1.437  -0.58
C: 0.932 0.671 0.878  0.00
H: -1.844 1.404 -0.592  0.02
H: -0.760 -0.721 -2.402  0.06
H: -1.469 -1.517 1.425  0.14
H: -0.274 -2.296 -0.525  0.21
N: -1.087 -0.739 0.915  0.05

## Properties
SMILES: [NH2+]=C[C@H]1N[C@H]1/C=C/Br
Frontier orbital gap (eV): 7.41
Charge: +1

Relative to the most stable one, in kJ/mol, the structures come out at #one 0.0; #two 243.3.

#one
The following is a DFT calculation (ωB97M-V/def2-TZVPD) of a gas-phase ion, C5H8BrN2 (charge +1).

Each line ends with the Löwdin charge.
Geometry (Å):
H: 0.840 -2.008 -2.161  0.13
Br: -2.733 -0.265 0.038  0.71
H: -1.732 2.240 -0.146  0.21
C: 0.370 -1.442 -1.373  -0.14
H: -0.966 1.944 -1.640  0.21
C: 0.624 -1.456 0.984  -0.01
C: 0.743 -2.106 -0.169  -0.05
C: -0.767 0.311 -0.223  -0.73
N: -0.828 1.730 -0.585  0.14
H: 1.131 -3.048 -0.098  0.09
H: -0.094 2.383 -0.381  0.15
N: -0.289 -0.357 -1.558  0.08
H: -0.467 0.136 1.954  0.13
H: 0.960 -1.941 1.855  0.11
H: 0.779 0.762 0.985  0.13
C: 0.053 -0.058 0.995  -0.17

## Properties
SMILES: [NH3+][C@]1(Br)CC=CC=N1
Frontier orbital gap (eV): 9.62
Charge: +1

#two
The following is a DFT calculation (ωB97M-V/def2-TZVPD) of a gas-phase ion, C5H8BrN2 (charge +1).

Each line ends with the Löwdin charge.
Geometry (Å):
C: -0.389 -0.633 -0.820  0.11
H: -1.109 1.204 -2.504  0.11
C: 0.808 -2.476 0.289  0.01
N: -0.489 0.665 -0.608  -0.16
Br: 1.344 2.863 1.352  0.46
H: -0.453 2.526 -1.505  0.10
N: 0.330 -1.131 0.292  -0.10
H: 0.853 -0.401 2.203  0.16
H: 1.396 -2.627 -0.620  0.12
H: -0.869 1.550 1.259  0.11
H: -2.076 1.896 -1.189  0.11
C: -1.068 1.625 -1.503  -0.01
C: 0.425 -0.225 1.229  0.03
H: -0.028 -3.176 0.244  0.12
C: -0.093 1.020 0.716  -0.29
H: 1.417 -2.678 1.165  0.11

## Properties
Frontier orbital gap (spin up / spin down) (eV): 7.02 / 7.02
Charge: +1

Relative to the most stable one, in kJ/mol, the structures come out at #one 0.0; #two 149.7.

#one
The following is a DFT calculation (ωB97M-V/def2-TZVPD) of C5H8N2O2 in the gas phase.

Each line ends with the Löwdin charge.
Geometry (Å):
H: -0.984 -1.224 1.033  0.15
H: -1.425 1.711 -1.485  0.09
C: -0.060 -1.009 0.492  -0.24
C: 1.201 0.936 0.134  -0.16
N: 2.188 1.615 -0.180  0.19
C: -0.188 0.096 -0.824  -0.50
C: -1.483 0.880 -0.781  -0.01
H: -0.260 0.029 2.787  0.13
O: 0.309 -0.342 -1.879  -0.02
H: -1.689 1.263 0.219  0.08
C: 0.688 0.097 1.139  -0.21
H: -2.304 0.229 -1.083  0.09
H: 2.052 2.158 -1.034  0.08
O: 0.212 0.682 2.250  0.12
N: 0.642 -2.187 0.086  0.05
H: 1.111 -1.988 -0.801  0.08
H: -0.010 -2.944 -0.073  0.08

## Properties
Frontier orbital gap (spin up / spin down) (eV): 7.44 / 7.43

#two
The following is a DFT calculation (ωB97M-V/def2-TZVPD) of C5H8N2O2 in the gas phase.

Each line ends with the Löwdin charge.
Geometry (Å):
H: -2.101 0.957 1.184  0.09
H: -1.039 1.035 -1.909  0.08
N: -1.109 1.003 0.999  0.06
C: -0.415 -0.673 -0.743  -0.25
C: -0.530 -1.935 -1.102  -0.14
H: 1.113 1.588 1.245  0.09
O: 1.428 -1.541 1.375  0.06
H: -0.956 1.656 0.243  0.06
C: -0.153 0.406 -1.767  -0.05
O: -0.527 -3.082 -1.305  0.19
H: 2.565 0.683 1.610  0.11
H: -1.085 -1.073 1.277  0.16
C: -0.556 -0.293 0.723  -0.27
H: 0.100 -0.050 -2.727  0.09
H: 0.679 1.049 -1.460  0.08
C: 0.954 -0.452 1.127  -0.51
N: 1.632 0.722 1.232  0.17

## Properties
SMILES: CC(=C=O)[C@H](N)C(N)=O
Frontier orbital gap (eV): 9.06

#three
The following is a DFT calculation (ωB97M-V/def2-TZVPD) of a molecular structure, C5H8N2O2.

Each line ends with the Löwdin charge.
Geometry (Å):
O: -2.370 1.642 -1.650  0.04
H: -1.440 -0.213 -0.204  0.13
H: 0.820 -2.876 1.459  0.08
H: 2.030 1.360 -1.163  0.10
H: 1.126 0.807 2.211  0.07
N: -0.625 0.258 0.168  0.14
C: -1.038 1.876 -1.600  -0.43
H: 1.431 -0.868 2.913  0.07
C: 0.365 -0.824 1.126  -0.25
H: -2.776 2.285 -2.263  0.11
H: 0.771 -2.407 -0.250  0.09
C: 0.303 -2.253 0.724  -0.07
O: -0.500 2.742 -2.238  0.03
H: -0.730 -2.602 0.667  0.08
N: 1.317 0.643 -1.277  0.18
C: 1.079 -0.265 2.083  0.04
C: 0.237 0.694 -0.704  -0.41

## Properties
Frontier orbital gap (eV): 8.57

Relative to the most stable one, in kJ/mol, the structures come out at #one 332.2; #two 0.0; #three 359.3.